1.
87
Properties=species:S:1:pos:R:3:lowdin_charge:R:1 method="wB97M-V/def2-TZVPD" homo_ev=-10.5 gap_ev=7.63 total_charge=+1 energy_ev=-195585.389 lumo_energy_ev=-2.855
C -4.63031 -5.04080 0.83730 -0.136
C -3.34548 -4.34741 0.55164 -0.728
Br -2.30994 -3.83876 2.05953 0.817
C -2.88180 -4.02533 -0.65460 -0.680
Br -3.87695 -4.46000 -2.21545 0.835
C -1.64613 -3.29634 -0.89818 -0.394
N -0.49363 -3.76678 -1.33140 0.223
C 0.36220 -2.74301 -1.43498 -0.314
N 1.62756 -2.82122 -1.86434 -0.149
C 2.07997 -4.18509 -2.22756 -0.114
C 3.10522 -4.75979 -1.22970 -0.656
N 2.82409 -4.30697 0.13795 0.091
N 2.94090 -6.22790 -1.35136 0.072
N 4.48975 -4.50693 -1.52806 0.098
P 2.72238 -1.44619 -2.02371 0.923
C 3.82813 -1.80114 -3.42872 -0.227
O 3.75781 -1.58544 -0.76270 -0.290
N -0.27610 -1.60309 -1.02207 -0.004
C 0.05738 -0.18765 -0.87653 -0.019
N -1.53185 -1.97824 -0.69501 0.171
H -4.72690 -5.94577 0.24669 0.082
H -5.46334 -4.39314 0.57332 0.095
H -4.69144 -5.26050 1.89460 0.064
H 2.53331 -4.17440 -3.21190 0.107
H 1.25730 -4.88531 -2.28140 0.106
H 1.82642 -4.32985 0.31339 0.069
H 3.24878 -4.98370 0.75804 0.091
H 2.19867 -6.55464 -0.74813 0.074
H 3.82097 -6.64826 -1.08652 0.073
H 4.85491 -3.73409 -0.99235 0.069
H 4.67237 -4.41222 -2.51301 0.075
H 3.94976 -0.84441 -3.92540 0.035
H 3.39709 -2.47786 -4.15970 0.045
H 4.79906 -2.14029 -3.08213 0.043
H 3.27556 -1.85062 0.02897 0.041
H 0.98151 -0.03213 -0.33548 0.082
H 0.22915 0.22124 -1.86435 0.056
H -0.73681 0.39369 -0.42754 0.073
H -2.23823 -1.35276 -0.33485 0.192
C -1.27069 2.71405 -2.12285 -0.118
O 0.10137 2.95214 -1.85995 -0.200
C 0.96921 2.59619 -2.93661 -0.229
C 1.52594 3.81309 -3.64504 -0.213
N 0.50239 4.50352 -4.41672 -0.050
C 0.88329 5.83363 -4.89893 -0.191
C 1.28577 6.89911 -3.88387 -0.225
O 0.22775 7.38453 -3.08011 -0.172
C -0.11551 6.58306 -1.97041 -0.103
H -1.81017 2.80309 -1.17940 0.092
H -1.67966 3.45420 -2.81506 0.081
H -1.43138 1.71061 -2.53137 0.076
H 0.46989 1.92061 -3.64017 0.122
H 1.80855 2.05164 -2.49182 0.109
H 2.32056 3.48933 -4.32423 0.126
H 1.97738 4.45626 -2.87913 0.107
H -0.32793 4.59924 -3.84909 0.065
H 0.02953 6.21955 -5.45915 0.122
H 1.70340 5.70959 -5.61304 0.119
H 1.63296 7.76330 -4.45440 0.124
H 2.13226 6.59160 -3.25759 0.112
H 0.75572 6.08674 -1.53388 0.088
H -0.86716 5.83311 -2.23885 0.070
H -0.56272 7.22898 -1.21522 0.090
C -2.77247 -0.07462 7.36925 -0.110
O -2.42542 1.21373 6.89811 -0.190
C -1.02822 1.47234 6.84880 -0.211
C -0.52110 1.51162 5.42192 -0.208
N -0.52717 0.18592 4.81052 -0.046
C -0.33528 0.17529 3.36512 -0.202
C -1.32218 0.93568 2.48211 -0.225
O -2.61914 0.36903 2.41431 -0.203
C -3.47568 0.68386 3.50243 -0.084
H -3.84120 -0.06897 7.57585 0.091
H -2.57597 -0.85145 6.62083 0.072
H -2.23816 -0.31984 8.29034 0.091
H -0.46865 0.75311 7.45324 0.124
H -0.87630 2.46126 7.28806 0.125
H 0.50280 1.89667 5.41945 0.126
H -1.15188 2.22362 4.87533 0.104
H -1.40723 -0.26547 5.01906 0.066
H -0.35704 -0.87393 3.05262 0.107
H 0.67278 0.55066 3.15611 0.120
H -0.93165 0.88967 1.46009 0.083
H -1.38245 2.00050 2.73064 0.119
H -3.30142 1.69100 3.88516 0.094
H -3.36491 -0.03960 4.31349 0.073
H -4.50419 0.61584 3.14973 0.091

2.
84
Properties=species:S:1:pos:R:3:lowdin_spin:R:1 method="wB97M-V/def2-TZVPD" s_squared=6.025 homo_ev="-13.1 / -14.4" gap_ev="7.06 / 5.07" total_charge=+3 energy_ev=-91419.869 lumo_energy_ev="-6.043 / -9.361" multiplicity=5
Pt -1.15453 0.28022 0.91226 0.725
C 1.19129 -0.59799 4.48054 0.038
N -0.04384 -0.62004 3.60426 0.118
C -0.10688 -0.13810 2.44162 0.655
N 1.29253 2.26897 3.76520 0.028
C 1.52369 1.77250 5.12537 0.004
N 1.06093 0.41873 5.46165 0.012
C -0.15173 0.23598 6.24688 0.001
N -1.38108 0.13126 5.46082 0.019
C -1.26073 -0.88189 4.47127 0.050
C -1.85906 1.39409 4.92923 0.008
H 2.05800 -0.46965 3.84102 0.005
H 1.23524 -1.58160 4.95037 0.003
H -1.17073 1.83897 4.19617 0.010
H 3.54774 2.88933 3.00845 -0.001
H 0.97963 2.45403 5.78563 0.001
H 2.58104 1.85713 5.39809 0.001
H -0.25031 1.05544 6.95595 0.000
H -0.05087 -0.69259 6.81444 0.000
H -2.12770 -0.91127 3.81569 0.006
H -1.10069 -1.85292 4.94120 0.005
H -1.99408 2.09313 5.75479 0.000
H -2.82842 1.24071 4.45196 0.000
C -3.68935 5.02284 3.04916 0.020
Si -1.86002 5.13681 2.81466 0.154
C -1.21558 6.63096 1.93907 0.025
C -0.84247 4.70724 4.30212 0.059
Sb -1.15516 2.87254 1.25359 0.575
Si -2.85491 3.92266 -0.64372 0.196
C -3.05851 5.75385 -0.78181 0.025
C -1.85672 3.22673 -2.04988 0.075
C -4.40778 3.01400 -0.20140 0.030
Si 6.81117 -7.66881 -6.99848 0.000
C 6.58209 -8.58900 -8.56868 0.000
C 5.40966 -6.67257 -6.36051 0.000
C 8.50892 -7.09334 -6.59195 0.000
H -3.97441 5.75067 3.81655 0.005
H -3.99350 4.03820 3.40730 0.001
H -4.25145 5.26601 2.14729 0.000
H -1.08477 7.39473 2.71370 0.004
H -1.89528 7.03245 1.18996 0.000
H -0.23774 6.47130 1.48342 0.005
H -1.43597 4.14435 5.02170 0.000
H -0.55012 5.65674 4.76341 0.009
H 0.06778 4.15183 4.06753 0.004
H -2.11261 6.27939 -0.91040 0.000
H -3.61836 6.19705 0.04092 0.000
H -3.64454 5.91701 -1.69406 0.006
H -0.93279 3.78652 -2.20081 0.001
H -2.46108 3.34720 -2.95696 0.015
H -1.63347 2.16610 -1.92966 0.002
H -4.87101 3.42867 0.69607 0.000
H -4.23046 1.95245 -0.03231 0.001
H -5.12907 3.11838 -1.01795 0.007
H 7.34787 -9.35419 -8.71244 0.000
H 6.68965 -7.88223 -9.39772 0.000
H 5.59334 -9.04140 -8.65328 0.000
H 5.55511 -6.42273 -5.30851 0.000
H 4.45248 -7.17847 -6.48574 0.000
H 5.36874 -5.73395 -6.92083 0.000
H 8.95533 -7.67882 -5.78605 0.000
H 8.49124 -6.05243 -6.26591 0.000
H 9.16343 -7.17367 -7.46089 0.000
Cl 2.66710 1.93557 2.80346 0.028
C 0.68055 3.69548 0.70775 0.832
C 6.76502 -10.38188 -5.75937 0.000
O 6.88540 -11.51046 -5.76448 0.000
O 6.64178 -9.20380 -5.72565 0.000
H 1.17670 4.41411 1.34772 0.047
H 1.14255 3.49001 -0.25005 0.050
O -2.18720 0.14644 -0.93290 0.087
S -3.58674 -0.52523 -0.91531 0.021
C -3.25484 -2.31170 -0.78589 0.011
C -3.52062 -2.94102 -2.15629 0.001
C -3.26586 -1.85533 -3.19740 0.001
C -3.99515 -0.62781 -2.66763 0.002
H -3.85735 -2.71997 0.02308 0.000
H -2.20165 -2.34961 -0.49966 0.012
H -4.55666 -3.27759 -2.21480 0.000
H -2.88571 -3.81368 -2.30012 0.000
H -3.64011 -2.13213 -4.18170 0.000
H -2.19929 -1.64298 -3.28746 0.000
H -5.08053 -0.74289 -2.71753 0.000
H -3.71648 0.32496 -3.11520 0.000